The following is a quantum chemistry calculation of a structure of composition C3H14NPTa at a distorted geometry, from the OMol25 dataset.

Geometry (Å):
C 1.97 -0.70 0.85
C 2.10 0.17 -0.38
C 0.78 0.52 -1.06
Ta -1.01 1.36 0.03
P -1.90 -1.10 0.42
N -1.75 -1.85 -0.98
H 1.76 -0.12 1.75
H 1.15 -1.40 0.73
H 2.87 -1.27 1.03
H 2.75 -0.35 -1.09
H 2.63 1.09 -0.12
H 0.44 -0.34 -1.63
H 0.95 1.33 -1.78
H -1.99 1.56 -1.54
H -2.64 1.64 0.88
H -0.32 1.40 1.75
H -0.72 3.18 0.06
H -1.25 -1.81 1.48
H -3.19 -1.14 0.96
H -2.63 -2.18 -1.33

Computed properties:
- Frontier orbital gap: 0.254 Ha
- E_LUMO: 3.08 eV
- Charge: -1
- Energy: -575.61448 hartree
- HOMO: -3.8 eV


The following is a quantum chemistry calculation of a structure of composition BrPd at a distorted geometry, from the OMol25 dataset.

Geometry (Å):
Pd 2.52 25.38 -8.01
Br 1.88 24.58 -6.30

Computed properties:
- ⟨S²⟩: 2.011
- Frontier orbital gap (alpha / beta): 0.389 / 0.263 Ha
- E_LUMO (alpha / beta): -6.20 / -9.26 eV
- 2S+1: 3
- Charge: +1
- Energy: -2701.46443 hartree
- HOMO (alpha / beta): -16.8 / -16.4 eV


The following is a quantum chemistry calculation of a cluster of 3 separate species, C15H20N2O5S2 in total, from the OMol25 dataset.

Geometry (Å):
O -1.82 -2.39 -0.82
C -0.68 -2.17 -1.03
O 0.35 -2.85 -0.44
C 1.06 -2.14 0.58
S 2.79 -1.83 0.10
C 1.00 -2.95 1.88
C 0.19 -2.23 2.97
C 0.91 -0.98 3.46
S -0.15 -0.05 4.54
O -1.27 0.42 3.78
O -0.33 -0.76 5.76
O 0.74 1.25 4.83
H -0.33 -1.41 -1.76
H 0.59 -1.16 0.70
H 2.56 -0.71 -0.59
H 0.52 -3.89 1.64
H 2.00 -3.15 2.26
H 0.05 -2.91 3.81
H -0.80 -1.98 2.59
H 1.17 -0.29 2.65
H 1.81 -1.23 4.02
H 1.62 0.96 5.11
C -1.04 3.09 1.77
C -0.26 3.70 2.75
C 0.43 4.85 2.41
N 0.39 5.41 1.21
C -0.36 4.82 0.28
C -1.09 3.66 0.51
H -1.59 2.19 2.00
H -0.19 3.28 3.74
H 1.04 5.36 3.15
H -0.37 5.29 -0.70
H -1.68 3.23 -0.28
C -1.42 -1.65 -6.47
C -1.26 -0.27 -6.46
C -0.36 0.29 -5.56
N 0.36 -0.43 -4.71
C 0.21 -1.75 -4.73
C -0.67 -2.41 -5.58
H -2.11 -2.12 -7.15
H -1.83 0.36 -7.13
H -0.22 1.36 -5.52
H 0.81 -2.32 -4.03
H -0.76 -3.49 -5.55

Computed properties:
- Frontier orbital gap: 0.356 Ha
- E_LUMO: 0.11 eV
- Charge: 0
- Energy: -1865.62655 hartree
- SMILES: O=CO[C@H](S)CCCS(=O)(=O)O.c1ccncc1.c1ccncc1
- HOMO: -9.6 eV


The following is a quantum chemistry calculation of a structure of composition C23H21AuBr2N6O4S2 at a distorted geometry, from the OMol25 dataset.

Geometry (Å):
Au -0.04 0.26 0.21
Br -2.40 -5.74 2.44
C -1.72 -4.18 1.63
C -0.36 -4.06 1.34
C 0.09 -2.84 0.85
N -0.72 -1.83 0.60
C -2.05 -1.96 0.79
C -2.57 -3.12 1.33
C -2.88 -0.84 0.33
C -4.27 -0.89 0.28
C -4.97 0.19 -0.24
Br -6.85 0.15 -0.33
C -4.27 1.31 -0.69
C -2.89 1.29 -0.58
N -2.23 0.25 -0.10
H 0.32 -4.87 1.50
H 1.14 -2.70 0.64
H -3.63 -3.22 1.54
H -4.82 -1.74 0.64
H -4.78 2.17 -1.09
H -2.29 2.14 -0.88
N 9.03 0.53 -0.46
C 7.86 0.03 -0.04
C 7.46 0.18 1.31
C 6.26 -0.34 1.74
C 5.46 -1.02 0.83
C 5.81 -1.18 -0.50
C 7.00 -0.66 -0.94
S 3.90 -1.62 1.41
O 3.86 -1.71 2.83
O 3.32 -2.64 0.62
N 2.78 -0.19 1.09
C 2.23 0.42 2.19
S 3.13 0.81 3.60
C 1.71 1.52 4.26
C 0.67 1.40 3.40
N 0.98 0.78 2.23
H 9.66 0.97 0.19
H 9.34 0.38 -1.41
H 8.10 0.70 2.00
H 5.95 -0.28 2.77
H 5.15 -1.72 -1.17
H 7.30 -0.76 -1.97
H 1.73 1.95 5.24
H -0.34 1.74 3.56
C 1.74 4.29 -3.19
N 1.00 3.93 -2.00
C 0.38 5.02 -1.27
C 0.81 2.69 -1.63
O 0.09 2.36 -0.67
H 2.33 5.18 -3.00
H 1.06 4.49 -4.01
H 2.42 3.48 -3.48
H 1.16 5.66 -0.84
H -0.22 4.60 -0.46
H -0.25 5.61 -1.93
H 1.33 1.94 -2.24
O 2.56 -0.54 -1.14
C 2.15 -0.13 -0.10

Computed properties:
- Frontier orbital gap: 0.199 Ha
- E_LUMO: -7.66 eV
- Charge: +2
- Energy: -7598.10306 hartree
- HOMO: -13.1 eV


The following is a quantum chemistry calculation of a cluster of 2 separate species, C6H12N2 in total at a distorted geometry, from the OMol25 dataset.

Geometry (Å):
C -1.08 -1.23 0.28
C -0.42 -0.19 -0.65
C 0.41 -1.02 0.22
C 1.58 -1.97 0.05
C -0.01 2.14 -1.33
C -0.86 1.19 -0.43
N -0.29 -0.26 3.03
N 0.58 0.33 2.38
H -1.50 -0.63 1.03
H -1.51 -2.08 -0.02
H -0.33 -0.37 -1.80
H 1.22 -2.88 0.53
H 2.33 -1.64 0.67
H 2.04 -2.11 -0.91
H 1.01 1.83 -1.39
H 0.03 3.19 -0.76
H -0.33 2.38 -2.41
H -1.91 1.15 -0.67
H -0.80 1.54 0.67
H -0.16 -0.19 4.03

Computed properties:
- Frontier orbital gap (alpha / beta): 0.285 / 0.338 Ha
- E_LUMO (alpha / beta): 0.51 / 0.67 eV
- Charge: 0
- Energy: -345.10598 hartree
- HOMO (alpha / beta): -7.2 / -8.5 eV


The following is a quantum chemistry calculation of a structure of composition C26H43F3O2P2Tm at a distorted geometry, from the OMol25 dataset.

Geometry (Å):
Tm -1.14 1.17 1.74
C 0.26 0.86 3.71
C 1.10 1.21 2.59
C -0.30 3.01 3.04
C -0.62 1.97 3.97
C 0.78 2.55 2.20
C 0.55 -0.21 4.69
H 1.13 -1.01 4.22
H -0.37 -0.63 5.09
H 1.14 0.19 5.54
C -1.51 2.07 5.16
H -2.20 1.21 5.21
H -2.12 2.98 5.10
H -0.93 2.10 6.10
C -0.88 4.38 3.07
H -0.85 4.79 4.10
H -1.94 4.37 2.75
H -0.33 5.05 2.40
C 1.52 3.31 1.17
H 2.49 3.67 1.55
H 0.92 4.18 0.86
H 1.73 2.69 0.29
C 2.26 0.41 2.14
H 3.20 0.78 2.58
H 2.37 0.45 1.04
H 2.15 -0.64 2.44
C 0.29 -3.63 0.65
C 1.48 -3.67 1.27
C 2.75 -3.09 0.72
C 3.03 -3.31 -0.79
C 2.81 -2.11 -1.63
C 1.77 -1.26 -1.54
C 0.56 -1.45 -0.65
C 0.02 -2.87 -0.62
H 3.57 -3.60 1.25
H 2.51 -4.22 -1.16
H 2.84 -2.03 1.01
H 0.42 -3.42 -1.48
H -0.61 -4.12 1.07
H 1.57 -4.20 2.23
H -1.07 -2.84 -0.76
H 0.69 -1.06 0.39
H 1.76 -0.29 -2.05
H -0.25 -0.80 -1.10
H 4.10 -3.54 -0.91
H 3.61 -1.89 -2.32
P -0.77 -0.90 -3.30
P -0.93 2.12 -3.23
C -0.98 -0.10 -4.97
C -1.57 1.28 -4.81
H -1.63 -0.74 -5.58
H 0.01 -0.06 -5.46
H -1.31 1.89 -5.69
H -2.67 1.24 -4.74
C -1.47 3.76 -3.90
H -0.98 4.56 -3.34
H -2.55 3.85 -3.79
H -1.20 3.86 -4.97
C 0.79 2.30 -3.94
H 0.76 2.44 -5.03
H 1.42 1.43 -3.71
H 1.25 3.18 -3.48
C -2.43 -1.69 -3.23
H -2.66 -1.91 -2.18
H -2.42 -2.62 -3.81
H -3.17 -1.00 -3.63
C 0.14 -2.31 -4.14
H -0.07 -2.28 -5.22
H -0.17 -3.29 -3.74
H 1.23 -2.20 -4.00
F -2.57 -3.21 3.61
C -2.90 -1.92 3.78
F -4.23 -1.80 3.85
F -2.38 -1.53 4.99
C -2.39 -0.93 2.69
O -1.55 -1.22 1.76
O -2.85 0.26 2.87

Computed properties:
- ⟨S²⟩: 2.003
- Frontier orbital gap (alpha / beta): 0.232 / 0.234 Ha
- E_LUMO (alpha / beta): -4.23 / -4.17 eV
- 2S+1: 3
- Charge: +1
- Energy: -3234.25039 hartree
- HOMO (alpha / beta): -10.5 / -10.5 eV


Question: The highest charge belongs to which entry?
Answer: C23H21AuBr2N6O4S2


Question: Number 3 is which compound?
Answer: C15H20N2O5S2


Question: The lowest energy belongs to which entry?
Answer: C23H21AuBr2N6O4S2